DFT (ωB97M-V/def2-TZVPD) results for a gas-phase ion, C29H48N2P (charge +1) in a non-equilibrium geometry.

XYZ file:
```
80
Properties=species:S:1:pos:R:3:forces:R:3
C -6.27029 -0.24127 0.89910 0.10 -0.11 0.11
C -4.78513 -0.64192 0.94282 0.05 0.04 0.10
C -3.88605 0.33366 0.17134 -0.24 0.08 -0.03
C -2.53894 -0.24010 -0.33018 -0.41 -0.12 -0.21
P -0.92648 -0.08974 0.51641 -0.58 0.16 0.59
C -0.18692 -1.62233 1.14084 0.22 -0.37 0.28
C -0.77163 -2.53081 2.24198 -0.07 -0.48 0.02
C -1.43325 -1.96019 3.47985 -0.06 0.16 0.40
C -1.80174 -3.05121 4.49291 -0.08 -0.02 0.00
C -0.86397 1.32655 1.63001 -0.05 0.30 0.22
C -1.32878 1.30248 3.07386 -0.12 -0.35 0.29
C -1.08409 2.66407 3.74414 -0.20 0.13 -0.11
C 0.29568 3.28661 3.48422 -0.02 -0.03 -0.03
H -6.84966 -0.89294 1.56174 0.06 0.15 -0.10
H -6.43316 0.79541 1.21884 0.10 -0.19 -0.02
H -6.69001 -0.35167 -0.10989 0.20 0.06 0.19
H -4.44370 -0.71923 1.98927 -0.12 -0.03 -0.27
H -4.68249 -1.64256 0.49514 0.01 0.20 0.15
H -4.43026 0.61231 -0.75054 0.20 -0.06 0.37
H -3.75602 1.27943 0.72752 0.02 -0.35 -0.13
H -2.62888 -1.31670 -0.52429 -0.17 0.15 -0.19
H -2.38775 0.25372 -1.31217 0.30 -0.52 0.65
H -0.08834 -2.26939 0.25374 -0.05 0.43 0.20
H 0.84557 -1.34601 1.42899 -0.37 0.21 -0.20
H -1.46187 -3.24769 1.78063 0.03 0.14 0.01
H 0.07692 -3.13001 2.59497 -0.10 -0.05 -0.18
H -0.76406 -1.26056 3.98215 0.08 -0.11 -0.04
H -2.32372 -1.38128 3.21217 -0.03 -0.07 -0.02
H -2.32608 -2.63569 5.35853 0.03 0.03 -0.18
H -2.44620 -3.81336 4.05125 -0.04 0.04 -0.05
H -0.92070 -3.56784 4.88486 0.03 0.11 -0.16
H 0.18372 1.65540 1.63101 -0.30 -0.26 -0.17
H -1.44773 2.10012 1.10490 0.22 -0.08 -0.09
H -2.39129 1.02949 3.11724 0.11 0.16 0.14
H -0.80440 0.51726 3.62494 0.06 0.33 -0.13
H -1.84686 3.35938 3.37400 0.04 0.00 0.14
H -1.25472 2.55053 4.82074 0.03 0.04 -0.18
H 0.47213 4.13170 4.15578 -0.07 -0.15 -0.05
H 1.11039 2.56742 3.63664 -0.11 0.08 -0.01
H 0.37819 3.68132 2.46119 0.01 -0.16 0.25
C -0.25109 -2.64333 -6.61633 -0.18 0.04 -0.40
N 0.27972 -3.08154 -5.34936 -0.31 -0.16 -0.14
C 1.16346 -4.22004 -5.43216 0.17 -0.01 0.26
C 0.16744 -2.32209 -4.22342 0.18 0.20 0.07
C -0.76437 -1.24885 -4.17155 0.35 0.07 0.25
C -0.73982 -0.36383 -3.10660 0.41 -0.54 0.05
C 0.09563 -0.58733 -1.99296 -0.48 0.47 0.39
C 0.07857 0.45455 -0.84825 1.28 0.51 -1.41
C 1.44129 1.08325 -0.47138 -0.34 0.05 0.20
C 1.45326 2.44380 -0.08658 0.39 -0.21 -0.23
C 2.62795 3.12010 0.19428 -0.18 -0.71 -0.15
C 3.86505 2.42399 0.14962 -0.19 -0.08 -0.17
N 5.02963 3.07753 0.42174 0.43 0.14 0.30
C 6.26730 2.37061 0.68328 0.09 -0.33 -0.10
C 5.15272 4.51319 0.33402 0.05 0.40 0.01
C 3.85890 1.04406 -0.17917 -0.06 0.32 0.02
C 2.66151 0.40247 -0.49281 0.08 0.18 0.15
C 0.86519 -1.75688 -1.96988 0.04 -0.09 0.03
C 0.97892 -2.57329 -3.08747 -0.27 0.01 -0.18
H -1.08626 -1.95462 -6.49712 0.15 -0.27 -0.12
H 0.51183 -2.12847 -7.22187 -0.11 -0.17 0.05
H -0.61550 -3.52543 -7.15692 0.07 0.30 -0.04
H 1.09182 -4.80785 -4.51242 0.00 -0.10 -0.23
H 0.85183 -4.83174 -6.28636 0.16 0.06 0.29
H 2.21718 -3.93012 -5.56586 -0.13 -0.04 -0.05
H -1.47477 -1.08847 -4.98280 0.35 0.07 0.40
H -1.39961 0.50214 -3.14246 0.20 -0.09 0.03
H -0.52735 1.31960 -1.20473 0.30 -0.52 0.05
H 0.52224 3.00350 0.02387 0.20 -0.16 -0.34
H 2.56665 4.17120 0.45981 0.03 -0.33 -0.03
H 6.08675 1.49767 1.32686 0.03 0.28 -0.06
H 6.76169 1.99519 -0.22929 -0.09 0.21 0.14
H 6.95561 3.05666 1.19764 -0.21 -0.32 -0.18
H 4.18712 5.00921 0.39623 0.20 -0.04 0.07
H 5.77157 4.87220 1.16386 -0.12 0.03 -0.16
H 5.61108 4.84241 -0.61082 0.03 -0.16 0.13
H 4.80759 0.49420 -0.24916 -0.58 0.29 0.07
H 2.71735 -0.64752 -0.77201 -0.05 0.35 0.01
H 1.39020 -2.09056 -1.06639 0.00 0.45 -0.53
H 1.71429 -3.38990 -3.08171 -0.57 0.41 0.02
```
Forces are in eV/Å.

Kohn-Sham gap in eV: 7.986
Maximum force in eV/Å: 1.97
Net charge: +1
LUMO in Eh: -0.0666
HOMO in eV: -9.80
Electronic energy in eV: -43115.065

***

DFT (ωB97M-V/def2-TZVPD) results for a single C3H6N2O3 molecule in a non-equilibrium geometry.

XYZ file:
```
14
Properties=species:S:1:pos:R:3:forces:R:3
N 1.09875 1.99427 0.70594 1.30 0.98 1.14
N 0.24803 1.53275 -0.21758 -0.73 0.97 0.46
C -0.41739 0.50777 0.08633 0.08 -1.47 -0.95
C -0.18963 -0.44164 1.24995 0.84 2.87 0.75
O 1.13262 -0.87909 1.37687 0.50 -2.95 -2.73
O -1.29017 0.07512 -0.96911 -0.47 2.71 1.01
C -0.89168 -0.97760 -1.59603 -1.23 -1.31 0.55
O -0.02485 -1.66177 -1.13964 1.21 -1.33 -1.04
H 1.33270 3.03518 0.73868 -0.62 -2.61 -0.28
H 1.32887 1.33526 1.47478 0.02 1.30 -0.64
H -0.29995 0.13614 2.15659 -0.39 0.63 0.40
H -0.89034 -1.18897 1.36875 -1.59 -1.77 -0.44
H 1.19619 -1.61658 0.63662 0.25 2.23 2.00
H -1.64361 -1.19537 -2.38046 0.83 -0.24 -0.25
```
Forces are in eV/Å.

Kohn-Sham gap in eV: 9.770
Maximum force in eV/Å: 4.05
Energy relative to the best compared isomer or geometry (same formula, charge and spin) in kcal per mole: 81.6
LUMO in Eh: 0.0333
HOMO in eV: -8.86
Electronic energy in eV: -12328.689

***

DFT (ωB97M-V/def2-TZVPD) results for 10 unconnected molecules or ions with the total composition BF4H18O9 in a non-equilibrium geometry.

XYZ file:
```
32
Properties=species:S:1:pos:R:3:forces:R:3
B -0.86231 -0.93053 0.07662 -1.51 -1.28 -0.49
F -1.29331 -0.97953 -1.27838 0.42 0.13 1.46
F -0.45831 -2.17253 0.55062 -0.27 -1.48 -0.05
F 0.29369 -0.19953 0.24462 1.22 1.75 -0.65
F -1.83731 -0.44453 0.95762 -0.15 0.16 -0.49
O -3.32131 1.68547 1.88662 -1.72 1.57 0.46
H -2.61531 2.32547 1.85962 0.64 -0.04 0.10
H -2.95331 0.86347 1.64962 0.99 -1.44 -0.48
O 1.21269 -1.56253 -3.77238 0.11 0.27 -1.51
H 1.63369 -1.43753 -2.93138 0.96 -0.01 0.70
H 0.32469 -1.61553 -3.45538 -1.33 -0.37 -0.08
O 2.31069 -0.85653 -1.54738 1.28 -0.02 0.19
H 3.11269 -1.32353 -1.27738 -0.12 0.20 -0.07
H 1.71569 -0.92853 -0.80738 -0.68 0.13 0.59
O -0.44231 2.40347 2.37662 -1.23 -1.80 0.03
H -0.03931 3.22847 2.42362 0.99 2.34 0.04
H 0.29769 1.78847 2.35862 0.16 -0.38 0.22
O -0.71931 -0.44753 3.76862 1.37 1.95 1.75
H -1.52731 -0.81353 4.04363 -1.50 -0.88 -0.01
H -0.39331 -0.85253 3.00262 0.17 -1.14 -1.73
O 0.67169 -3.50953 -1.77738 -1.88 -0.62 -0.66
H 1.44069 -3.36353 -1.26438 0.82 0.27 0.99
H -0.11331 -3.38053 -1.20538 0.92 0.11 -0.15
O -0.65931 2.41547 -0.54438 0.81 3.03 -1.97
H -1.51431 2.44047 -0.94738 -0.82 0.01 -0.42
H -0.66031 1.66847 -0.03238 -0.01 -2.87 2.25
O 0.03169 1.05247 -3.08338 -0.96 0.33 -1.46
H 0.14269 1.46347 -2.24538 0.32 0.38 1.24
H 0.71969 0.42147 -3.25438 0.62 -0.50 0.02
O 2.00669 0.96947 1.79962 -0.58 -0.78 -0.32
H 1.41969 0.40447 1.24262 0.47 -0.01 0.86
H 2.07569 1.68747 1.18262 0.50 0.98 -0.34
```
Forces are in eV/Å.

Kohn-Sham gap in eV: 10.201
Maximum force in eV/Å: 3.70
Net charge: -1
Energy relative to the best compared isomer or geometry (same formula, charge and spin) in kcal per mole: 20.7
LUMO in Eh: 0.1013
HOMO in eV: -7.44
Electronic energy in eV: -30275.512